Formula: C4H10IN2O2
Source: the OMol25 dataset
Level of theory: wB97M-V/def2-TZVPD

## Properties
Frontier orbital gap   7.01 eV
Charge   -1
LUMO energy   0.1213 Eh
Max |F|   0.5 eV/A
Energy relative to the best compared isomer or geometry (same formula, charge and spin)   21.1 kcal per mole
Calculated total energy   -19489.9426 eV

Element x y z (Å)
I -2.767081 -1.198749 1.972286
O 0.158030 -1.255596 -1.375358
C -0.784779 -1.273147 -2.135772
N -2.044962 -1.620454 -1.777883
C -0.612223 -0.905257 -3.601833
H -2.316975 -1.828547 -0.822679
H -2.765232 -1.715149 -2.468867
H -0.298843 0.138607 -3.651170
H -1.504243 -1.030762 -4.211847
H 0.224475 -1.496403 -3.972147
O 1.667189 -0.447140 2.429852
C 1.355617 0.724516 2.456430
N 0.087617 1.166138 2.646262
C 2.390083 1.820556 2.261639
H -0.089297 2.151249 2.710390
H -0.673763 0.533735 2.866981
H 2.490768 2.420413 3.169414
H 2.140323 2.482131 1.432365
H 3.343296 1.333859 2.071937

Cartesian forces (eV/Å) of the 3 atoms listed first:
-0.16 0.02 -0.02
0.15 0.11 -0.03
-0.31 -0.15 0.02

Atom charges from the Mulliken analysis, given in e for atoms 1 to 8:
1 I -0.8277
2 O -0.5886
3 C 0.5742
4 N -0.2579
5 C -0.8189
6 H 0.0993
7 H 0.1574
8 H 0.2157